1.
DFT (ωB97M-V/def2-TZVPD) results for C23H31N3O6S in the gas phase.

Element x y z (Å)
C -6.0764 -0.0943 -2.1727
C -4.8333 -0.7421 -1.5831
O -4.2503 0.1870 -0.6921
C -3.1325 -0.1777 0.0054
C -2.4585 -1.3797 -0.1266
C -1.2770 -1.6667 0.5692
C -0.8328 -0.7301 1.5317
C -1.5376 0.4505 1.6927
C -2.6354 0.7712 0.9023
N -3.1925 2.0698 0.9475
C -2.5099 3.2023 0.6441
O -3.0096 4.3058 0.6728
C -1.0718 2.9260 0.2951
C -0.7855 2.1138 -0.8006
C 0.5022 1.6573 -1.0010
C 1.4959 2.0355 -0.1171
C 1.2480 2.9253 0.9097
C -0.0459 3.3821 1.1119
H -0.2726 4.0487 1.9304
H 2.0625 3.2143 1.5563
S 3.0616 1.1836 -0.2211
O 2.7888 -0.2237 -0.1470
O 3.9767 1.7353 0.7401
N 3.5344 1.5257 -1.8041
C 4.5001 0.5819 -2.3258
H 4.1678 -0.4136 -2.0412
H 4.5275 0.6637 -3.4125
H 5.5040 0.7549 -1.9222
C 3.9243 2.9110 -1.9294
H 4.0749 3.1469 -2.9821
H 4.8415 3.1272 -1.3701
H 3.1178 3.5269 -1.5349
H 0.7484 0.9831 -1.8053
H -1.5805 1.8109 -1.4644
H -4.1991 2.1477 1.0144
H -1.2113 1.1838 2.4111
O 0.2992 -1.0226 2.2384
C 0.8856 -0.0357 3.0619
C 2.2839 -0.5114 3.4251
H 2.7455 0.1939 4.1099
H 2.2369 -1.4909 3.8933
H 2.8886 -0.5771 2.5246
H 0.2746 0.1049 3.9663
H 0.9531 0.9194 2.5255
N -0.6495 -2.8641 0.2851
C 0.2584 -3.5461 1.1832
C 1.7212 -3.3457 0.7691
H 2.3839 -3.9554 1.3851
O 1.9159 -3.7729 -0.5656
C 1.0936 -3.0248 -1.4273
C -0.3921 -3.2387 -1.0913
H -1.0017 -2.6460 -1.7711
H -0.6352 -4.3012 -1.2181
H 1.3105 -3.3698 -2.4407
H 1.3405 -1.9560 -1.3347
H 1.9938 -2.2869 0.8591
H 0.0986 -3.2099 2.2029
H 0.0231 -4.6175 1.1175
H -2.8314 -2.1287 -0.8055
H -5.1009 -1.6626 -1.0467
H -4.1226 -0.9958 -2.3824
H -5.8079 0.8248 -2.6863
H -6.5485 -0.7729 -2.8771
H -6.7813 0.1456 -1.3815

net charge	0
E_LUMO	0.010	Ha
2S+1	1
HOMO	-0.265	hartree
HOMO-LUMO gap	7.5	eV
SMILES	CCOc1cc(N2CCOCC2)c(OCC)cc1NC(=O)c1ccc(S(=O)(=O)N(C)C)cc1

2.
DFT (ωB97M-V/def2-TZVPD) results for C23H31N3O6S in the gas phase.

Element x y z (Å)
C -0.7436 2.5085 4.3231
H -0.7034 3.3749 4.9790
H -1.4823 2.6990 3.5470
H -1.0751 1.6492 4.8998
C 0.6267 2.2528 3.7016
C 1.0805 3.4728 2.9059
H 0.3505 3.7301 2.1433
H 2.0471 3.2864 2.4469
H 1.1848 4.3229 3.5766
C 0.6030 0.9444 2.8876
N -0.3117 0.9627 1.7467
C -1.4488 0.2446 1.8818
O -1.7521 -0.3225 2.9190
C -2.4206 0.1427 0.7073
N -2.8498 -1.2383 0.5847
S -1.6135 -2.1740 -0.0465
O -1.9541 -3.5498 0.1370
O -0.3238 -1.7341 0.4418
C -1.7136 -1.7394 -1.7762
C -2.9540 -1.6110 -2.3699
C -3.0257 -1.2781 -3.7124
C -1.8623 -1.0854 -4.4422
C -0.6239 -1.2257 -3.8368
C -0.5487 -1.5552 -2.4926
H 0.3987 -1.6730 -1.9912
H 0.2824 -1.0817 -4.4061
H -1.9219 -0.8261 -5.4887
H -3.9871 -1.1696 -4.1905
H -3.8384 -1.7667 -1.7740
H -3.1320 -1.6072 1.4871
H -2.0050 0.4463 -0.2491
H -3.2975 0.7590 0.9262
C 0.2032 1.4251 0.4702
H 0.2482 0.5822 -0.2294
H 1.2229 1.7659 0.6459
C -0.6056 2.5649 -0.1992
C 0.2974 3.6802 -0.7367
H -0.2966 4.5792 -0.9074
C 0.7470 3.0823 -2.0673
H 1.5836 2.4038 -1.9039
C -0.4987 2.3070 -2.5093
H -1.1031 2.8799 -3.2210
H -0.2533 1.3399 -2.9620
O -1.2961 2.0949 -1.3495
H 1.0390 3.8363 -2.7942
H 1.1252 3.9205 -0.0762
H -1.3654 2.9327 0.4974
C 2.0025 0.4868 2.4582
O 3.0205 1.0877 2.7415
N 1.9925 -0.6720 1.7736
H 1.1187 -1.1093 1.5015
C 3.1985 -1.2111 1.1811
C 3.1068 -1.2459 -0.3081
C 3.1432 -2.2881 -1.1869
C 3.0089 -1.7243 -2.4801
C 2.8930 -0.3834 -2.2896
O 2.9502 -0.0834 -0.9799
H 2.7743 0.4311 -2.9771
H 2.9996 -2.2487 -3.4136
H 3.2529 -3.3249 -0.9459
H 3.3761 -2.2265 1.5460
H 4.0167 -0.5568 1.5036
H 0.2132 0.1650 3.5575
H 1.3559 2.0832 4.5004

net charge	0
E_LUMO	0.018	Ha
2S+1	1
HOMO	-0.323	hartree
HOMO-LUMO gap	9.3	eV
SMILES	CC(C)[C@H](C(=O)NCc1ccco1)N(C[C@H]1CCCO1)C(=O)CNS(=O)(=O)c1ccccc1

3.
DFT (ωB97M-V/def2-TZVPD) results for C23H31N3O6S in the gas phase.

Element x y z (Å)
C -2.8908 -1.5198 -2.7873
H -3.2616 -0.5424 -2.4862
H -2.1003 -1.3683 -3.5184
H -3.7029 -2.0643 -3.2630
C -2.3679 -2.2985 -1.5832
C -3.4895 -2.6096 -0.5942
H -3.0910 -3.1294 0.2724
H -4.2123 -3.2664 -1.0738
H -4.0123 -1.7147 -0.2723
C -1.1364 -1.5882 -0.9845
N -1.3159 -0.1848 -0.6225
C -0.5246 0.7024 -1.2594
O 0.2575 0.3612 -2.1416
C -0.5631 2.1832 -0.9032
N 0.7869 2.7122 -0.9923
S 1.7362 2.1186 0.2767
O 1.0379 0.9924 0.8611
O 2.0183 3.2013 1.1680
C 3.2596 1.5496 -0.4625
C 4.4347 2.1953 -0.1313
C 5.6278 1.7391 -0.6670
C 5.6277 0.6450 -1.5181
C 4.4405 0.0065 -1.8408
C 3.2435 0.4587 -1.3099
H 2.3082 -0.0174 -1.5596
H 4.4436 -0.8434 -2.5055
H 6.5587 0.2886 -1.9328
H 6.5544 2.2341 -0.4195
H 4.3890 3.0377 0.5400
H 1.1974 2.4330 -1.8766
H -0.9274 2.3846 0.0977
H -1.1989 2.7086 -1.6197
C -2.0802 0.1269 0.5689
H -1.4720 0.7319 1.2492
H -2.2915 -0.8233 1.0602
C -3.4215 0.8512 0.3172
C -4.3645 0.6901 1.5300
H -5.1549 -0.0319 1.3386
C -4.8991 2.1034 1.7599
H -5.1346 2.3051 2.8014
C -3.7340 2.9433 1.2435
H -4.0160 3.9452 0.9197
H -2.9438 3.0201 2.0047
O -3.2635 2.2463 0.1070
H -5.7842 2.2833 1.1495
H -3.7950 0.3599 2.3994
H -3.8728 0.4586 -0.6013
C -0.4732 -2.4214 0.1250
O -0.6771 -3.6140 0.2459
N 0.3861 -1.7355 0.8953
H 0.5504 -0.7427 0.7674
C 1.2422 -2.3813 1.8737
C 2.6475 -1.9085 1.7128
C 3.2993 -0.8369 2.2510
C 4.6036 -0.8496 1.7009
C 4.6440 -1.9222 0.8662
O 3.4661 -2.5649 0.8630
H 5.4229 -2.3218 0.2479
H 5.3954 -0.1579 1.9018
H 2.8983 -0.1265 2.9434
H 1.1708 -3.4595 1.7040
H 0.8946 -2.1445 2.8854
H -0.3887 -1.5653 -1.7916
H -1.9816 -3.2626 -1.9308

net charge	0
E_LUMO	0.020	Ha
2S+1	1
HOMO	-0.310	hartree
HOMO-LUMO gap	9.0	eV
SMILES	CC(C)[C@H](C(=O)NCc1ccco1)N(C[C@H]1CCCO1)C(=O)CNS(=O)(=O)c1ccccc1

What are the relative energies? In hartree: 1 0.0506; 2 0.0000; 3 0.0057.

1.
DFT (ωB97M-V/def2-TZVPD) results for 5 unconnected molecules or ions with the total composition C10H15N5.

Element x y z (Å)
C 3.3336 0.3916 2.9305
C 2.9460 0.1109 1.5149
N 2.6530 -0.1180 0.3830
H 2.4589 0.7143 3.4951
H 4.1862 1.0694 2.9731
H 3.7542 -0.5869 3.1628
C 0.4495 0.1604 -3.4580
C 1.6224 1.0464 -3.4789
N 2.6008 1.6504 -3.5208
H 0.1413 -0.3106 -2.5246
H 0.6121 -0.5511 -4.2676
H -0.3482 0.8358 -3.7670
C 1.6176 -3.6545 -0.1603
C 0.4724 -3.2664 0.6345
N -0.3932 -2.9653 1.3223
H 2.1093 -2.8052 -0.6347
H 1.2291 -4.3349 -0.9181
H 2.3075 -4.1723 0.5060
C -4.0657 2.0828 0.6960
C -5.1058 3.0763 0.4132
N -5.8810 3.8557 0.1454
H -3.5872 2.3571 1.6362
H -3.3074 2.1159 -0.0863
H -4.3860 1.0557 0.8705
C -0.9606 -0.0952 0.2352
C -0.7192 1.3024 0.6223
N -0.6087 2.3957 0.9385
H -0.0303 -0.5025 -0.1607
H -1.7276 -0.1471 -0.5375
H -1.3727 -0.7107 1.0350

net charge	0
E_LUMO	0.010	Ha
2S+1	1
HOMO	-0.429	hartree
HOMO-LUMO gap	11.9	eV
SMILES	CC#N.CC#N.CC#N.CC#N.CC#N

2.
DFT (ωB97M-V/def2-TZVPD) results for a molecular structure, C10H15N5.

Element x y z (Å)
C 1.0333 1.9907 1.5762
C -2.7246 0.1868 2.1982
C -3.0995 0.3519 0.8565
C -1.4829 0.7662 2.2863
C 1.3106 -2.2175 -1.5157
C 1.3716 -0.8838 -2.2536
C 1.5577 -1.9987 -0.0270
C 0.4122 0.1202 -1.6020
C 0.5960 -0.9291 0.5080
C 0.0350 1.7665 0.5767
N 1.8600 2.1420 2.3521
N -2.1671 0.9858 0.1784
N -1.1888 1.2446 1.0538
N 0.8394 0.2608 -0.2449
N -0.1493 2.7859 -0.3498
H -3.2800 -0.2978 2.9753
H -3.9957 0.0272 0.3628
H -0.8138 0.8927 3.1143
H 0.3249 -2.6672 -1.6601
H 2.0574 -2.9034 -1.9213
H 2.3830 -0.4797 -2.1841
H 1.1133 -1.0093 -3.3070
H 1.4177 -2.9266 0.5292
H 2.5777 -1.6462 0.1324
H 0.4970 1.0808 -2.1185
H -0.6304 -0.2394 -1.6866
H -0.4421 -1.2972 0.4068
H 0.8064 -0.7423 1.5663
H -0.9139 2.5649 -0.9767
H 0.6946 3.0713 -0.8261

net charge	0
E_LUMO	0.033	Ha
2S+1	1
HOMO	-0.304	hartree
HOMO-LUMO gap	9.2	eV

What are the relative energies? In hartree: 1 0.0114; 2 0.0000.

1.
DFT (ωB97M-V/def2-TZVPD) results for a gas-phase ion, C7H9N4O (charge +1).

Element x y z (Å)
C 0.3650 -2.5945 -0.2463
C 0.0238 -1.3771 -1.0193
C -0.3230 -1.1119 1.0918
C -0.9739 0.8907 -0.2739
C 1.2117 1.8418 -0.0664
C 3.0982 0.3511 -0.1975
C -2.1052 1.2393 0.8015
N 0.2066 -2.4087 1.0630
N -0.0093 1.8882 -0.1618
N -0.5541 -0.4916 -0.0401
N 1.9594 0.6673 0.0357
O 4.0662 -0.2094 -0.4449
H 0.7176 -3.3671 -0.8584
H -0.5339 -1.7056 -1.9037
H -0.7989 -0.6481 1.9193
H -1.5833 0.9872 -1.2546
H 1.5734 2.8408 -0.0827
H -1.7530 1.6610 1.7145
H -2.7870 2.0876 0.3784
H -2.6668 0.3856 1.0998
H 0.8663 -0.9267 -1.5544

net charge	+1
E_LUMO	-0.196	Ha
2S+1	1
HOMO	-0.524	hartree
HOMO-LUMO gap	8.9	eV
SMILES	C[C@@H](/N=C\N=C=O)[N+]1=CN=CC1

2.
DFT (ωB97M-V/def2-TZVPD) results for a gas-phase ion, C7H9N4O (charge +1).

Element x y z (Å)
C -0.6018 2.5365 -0.6381
C -1.0840 1.1319 -0.9349
C 1.0647 1.1394 -0.4858
C 0.0217 -1.1734 -0.8122
C -0.8057 -1.2920 1.5041
C -0.3512 0.5674 2.9906
C 1.4465 -1.8504 -0.8282
N 0.6916 2.3967 -0.3946
N -0.7545 -1.6673 0.3255
N 0.0747 0.2720 -0.8190
N -0.3863 -0.1110 2.0071
O -0.4643 1.3306 3.8275
H -1.0847 3.4531 -0.4674
H -1.4155 0.9182 -1.9747
H 2.0863 0.8524 -0.5751
H -0.2821 -1.4566 -1.7788
H -1.4294 -1.9777 2.0610
H 1.8067 -1.5271 0.1241
H 1.4112 -2.9925 -0.9785
H 2.1444 -1.3805 -1.6427
H -2.0885 0.8303 -0.5100

net charge	+1
E_LUMO	-0.208	Ha
2S+1	1
HOMO	-0.514	hartree
HOMO-LUMO gap	8.3	eV
SMILES	C[C@@H](/N=C\N=C=O)[N+]1=CN=CC1

What are the relative energies? In hartree: 1 0.0000; 2 0.0100.

1.
DFT (ωB97M-V/def2-TZVPD) results for C9H7NS in the gas phase.

Element x y z (Å)
C 2.8321 0.3560 -0.2463
C 2.1869 -0.7791 0.2324
C 2.0934 1.4776 -0.6066
C 0.8184 -0.7986 0.3682
C 0.7243 1.4800 -0.4705
C 0.0572 0.3428 0.0351
C -3.0435 -1.3203 -0.2328
C -2.4971 -0.3660 0.7610
C -1.3265 0.3319 0.1702
N -2.4589 -1.3632 -1.3262
S -2.6296 1.4016 0.2984
H 3.9076 0.3659 -0.3437
H 2.7676 -1.6486 0.4977
H 2.5980 2.3515 -0.9928
H 0.3088 -1.6795 0.7267
H 0.1366 2.3437 -0.7453
H -3.9078 -1.9396 0.0434
H -2.5676 -0.5563 1.8313

net charge	0
E_LUMO (spin up / spin down)	-0.016 / -0.020	Ha
2S+1	1
HOMO (spin up / spin down)	-0.254 / -0.335	hartree
HOMO-LUMO gap (spin up / spin down)	6.5 / 8.6	eV

2.
DFT (ωB97M-V/def2-TZVPD) results for C9H7NS in the gas phase.

Element x y z (Å)
C 3.1431 1.0132 0.3178
C 1.8446 1.1107 0.3034
C 1.2105 -0.0525 -0.2201
C 2.1064 -1.0622 -0.5896
C -0.3525 -0.1262 -0.0817
C -1.0946 -1.2557 0.2585
C -2.5053 -1.1656 0.1847
C -3.0439 0.0481 -0.1942
C -1.1000 1.0815 -0.4669
H 3.7952 1.6253 0.8442
H 1.3838 2.0243 0.7218
H 1.7419 -2.0057 -0.8875
H -0.7338 -2.1347 0.7583
H -3.0738 -1.9756 0.5381
H -4.1504 0.1868 -0.1002
H -0.4952 1.9360 -0.6201
N -2.4237 1.2079 -0.4848
S 3.7477 -0.4558 -0.2817

net charge	0
E_LUMO	0.023	Ha
2S+1	1
HOMO	-0.321	hartree
HOMO-LUMO gap	9.4	eV
SMILES	c1cncc(-c2ccsc2)c1

What are the relative energies? In hartree: 1 0.1006; 2 0.0000.

1.
DFT (ωB97M-V/def2-TZVPD) results for a molecular structure, CH2N4O2.

Element x y z (Å)
C -1.4820 0.4146 0.0351
N -1.0470 -0.8257 -0.0300
N -0.5564 1.3398 -0.0245
N 0.2366 -0.7328 -0.0366
N 0.4871 0.6055 -0.0915
O 1.7801 0.8458 -0.0207
O 1.2708 -1.4831 -0.0171
H -2.6199 0.4040 0.0505
H 1.9308 -0.5682 0.1348

net charge	0
E_LUMO	0.024	Ha
2S+1	1
HOMO	-0.366	hartree
HOMO-LUMO gap	10.6	eV

2.
DFT (ωB97M-V/def2-TZVPD) results for CH2N4O2 in the gas phase.

Element x y z (Å)
C 1.5579 -0.2253 -0.0011
N 0.9670 0.9523 -0.0018
N 0.7075 -1.2561 -0.0001
N -0.2913 0.6331 -0.0021
N -0.4551 -0.7078 -0.0004
O -1.5999 -1.1564 0.0007
O -1.3895 1.3949 0.0003
H 2.6191 -0.3459 0.0000
H -2.1155 0.7112 0.0045

net charge	0
E_LUMO	0.035	Ha
2S+1	1
HOMO	-0.356	hartree
HOMO-LUMO gap	10.6	eV
SMILES	[O-][n+]1ncnn1O

What are the relative energies? In hartree: 1 0.0304; 2 0.0000.

1.
DFT (ωB97M-V/def2-TZVPD) results for 2 unconnected molecules or ions with the total composition C2H10NO.

Element x y z (Å)
C 1.6886 -0.2775 -1.1047
C 1.3636 0.3193 0.1997
N -0.0001 -0.3759 0.8607
H 1.8007 -1.3866 -1.0399
H 0.9244 -0.2473 -1.8714
H 2.6548 0.1180 -1.5165
H 2.1644 -0.1228 1.0113
H 1.1675 1.3773 0.2543
H -0.6896 0.2669 1.3782
H 0.3060 -1.0244 1.6298
H -0.6219 -0.8276 0.1752
H -4.0909 1.0654 0.4400
H -3.5044 0.3703 -0.6188
O -3.1631 0.7449 0.2021

net charge	+1
E_LUMO	-0.132	Ha
2S+1	1
HOMO	-0.567	hartree
HOMO-LUMO gap	11.8	eV

2.
DFT (ωB97M-V/def2-TZVPD) results for 2 unconnected molecules or ions with the total composition C2H10NO.

Element x y z (Å)
C -0.5271 -0.2059 -1.9161
N 0.8877 -0.4401 -1.5810
H 1.2203 -1.2859 -1.9620
H 1.4190 0.2850 -2.1327
H 0.9145 -0.2668 -0.5153
H -0.6252 -0.1113 -3.0366
H -0.8609 0.7032 -1.3822
H -1.3082 -1.0783 -1.6275
C 0.1436 0.5190 2.6478
O -0.5049 0.0176 1.4871
H -1.4766 0.0406 1.5800
H -0.4117 1.2977 2.8966
H -0.0345 -0.2983 3.3891
H 1.1640 0.8236 2.1526

net charge	+1
E_LUMO	-0.139	Ha
2S+1	1
HOMO	-0.518	hartree
HOMO-LUMO gap	10.3	eV

What are the relative energies? In hartree: 1 0.0000; 2 0.0355.

1.
DFT (ωB97M-V/def2-TZVPD) results for a molecular structure, C4H5ClN2O.

Element x y z (Å)
C 1.6259 -0.6662 1.0192
C 1.0073 0.3612 0.5155
C -0.1549 -1.8279 0.4005
C -1.1892 0.9597 -0.5961
N 0.9332 -1.8559 1.0194
N -0.2414 0.0168 -0.0031
O -1.0865 1.0680 -1.9860
Cl -1.5764 -2.5278 0.3194
H 2.6085 -0.5556 1.5432
H 1.3257 1.3464 0.4369
H -2.0856 0.4615 -0.3687
H -0.9894 1.8843 0.0181
H -0.1773 1.3355 -2.3183

net charge	0
E_LUMO (spin up / spin down)	0.026 / -0.070	Ha
2S+1	3
HOMO (spin up / spin down)	-0.190 / -0.364	hartree
HOMO-LUMO gap (spin up / spin down)	5.9 / 8.0	eV

2.
DFT (ωB97M-V/def2-TZVPD) results for C4H5ClN2O in the gas phase.

Element x y z (Å)
C 3.6177 0.0176 0.4026
C 1.5135 0.0533 -0.7931
C -0.7738 0.3108 0.1188
C 0.1391 -0.4706 -0.8095
N 4.7304 -0.0879 0.4635
N 2.2985 -0.0854 0.4800
O 1.9984 0.6521 -1.6619
Cl 0.2768 -2.2278 -0.2764
H -0.1844 0.6669 1.0133
H -0.9874 1.2424 -0.3499
H -1.5858 -0.2650 0.5547
H -0.2069 -0.5278 -1.9533
H 1.8665 -0.3732 1.3780

net charge	0
E_LUMO (spin up / spin down)	0.018 / -0.153	Ha
2S+1	3
HOMO (spin up / spin down)	-0.232 / -0.382	hartree
HOMO-LUMO gap (spin up / spin down)	6.8 / 6.2	eV

What are the relative energies? In hartree: 1 0.0028; 2 0.0000.